Here is 7 unconnected molecules or ions with the total composition C29H64BNO26PS6 in a non-equilibrium geometry from OMol25. Energies are from the ωB97M-V functional and the def2-TZVPD basis.

Each line ends with the Mulliken charge.
CARTESIAN COORDINATES (ANGSTROEM)
C (-2.93417, -0.24803, -7.45581)  -0.87
C (-1.71869, 0.49871, -8.02509)  -0.40
C (-0.37880, -0.21844, -7.89605)  -0.98
C (-0.06530, -0.86732, -6.53231)  -1.18
C (-0.48946, -0.07139, -5.29218)  0.75
C (-0.16668, 1.42317, -5.32487)  -1.03
C (1.13028, 1.90461, -4.61046)  -0.89
C (0.78526, 3.18937, -3.86098)  -0.11
C (1.82516, 3.70953, -2.85478)  -1.41
C (2.27512, 2.77621, -1.72644)  -0.75
P (1.01400, 2.00591, -0.66617)  0.29
C (0.71835, 0.30659, -1.23795)  -0.49
C (2.07556, -0.42305, -1.15510)  -0.99
C (2.30156, -1.22650, 0.13544)  -0.72
C (2.49161, -2.70867, -0.17606)  -0.31
C (2.47525, -3.52998, 1.09983)  -1.05
O (2.88315, -4.85063, 0.88798)  -0.34
C (1.90579, -5.64214, 0.25861)  -0.19
C (1.46416, -6.79893, 1.13789)  -1.31
B (-0.62066, 3.03344, -0.33702)  0.58
N (-0.96794, 4.31408, -0.90519)  -0.27
O (-1.48887, 2.47817, 0.49471)  -0.48
H (-2.69635, -1.19762, -7.01385)  0.03
H (-3.33029, 0.35641, -6.65259)  0.25
H (-3.73817, -0.35756, -8.16793)  0.42
H (-1.90515, 0.60481, -9.08680)  0.48
H (-1.67903, 1.50961, -7.65757)  0.22
H (-0.21942, -0.93329, -8.68711)  0.46
H (0.38885, 0.53632, -8.04953)  0.29
H (1.00591, -1.03538, -6.47741)  0.44
H (-0.51634, -1.84659, -6.53443)  0.40
H (0.06309, -0.49660, -4.46088)  0.22
H (-1.54700, -0.23185, -5.06188)  -0.15
H (-0.13792, 1.83769, -6.31924)  0.36
H (-0.99496, 1.90885, -4.81939)  0.30
H (1.82450, 2.16592, -5.39482)  0.34
H (1.56086, 1.13471, -3.98472)  0.57
H (-0.20575, 3.14200, -3.41775)  -0.13
H (0.73856, 3.96597, -4.61292)  0.52
H (2.72184, 3.88294, -3.43646)  0.56
H (1.52338, 4.68083, -2.49803)  0.44
H (2.78350, 1.95028, -2.19989)  0.50
H (3.02624, 3.28241, -1.13923)  0.61
H (1.61863, 1.84578, 0.58896)  -0.01
H (0.05326, -0.13598, -0.50431)  0.61
H (0.25026, 0.26112, -2.20923)  0.22
H (2.89372, 0.28066, -1.24766)  0.50
H (2.16043, -1.11343, -1.97988)  0.55
H (1.47930, -1.15226, 0.84374)  0.39
H (3.19077, -0.90654, 0.66129)  0.27
H (3.39743, -2.86841, -0.74518)  0.23
H (1.66279, -3.01129, -0.81202)  0.39
H (3.09504, -3.03526, 1.83587)  0.47
H (1.45829, -3.48984, 1.49670)  0.36
H (1.03194, -5.04786, 0.05073)  0.25
H (2.30135, -6.03126, -0.66935)  0.40
H (2.27191, -7.20818, 1.72023)  0.31
H (1.13366, -7.59599, 0.48038)  0.41
H (0.60472, -6.54825, 1.74159)  0.29
H (-1.40774, 4.24388, -1.81202)  0.22
H (-0.20986, 4.98113, -0.89250)  0.17
H (-1.96302, 3.21921, 0.90814)  0.17
C (-4.36064, 4.25764, -0.32956)  0.03
C (-5.03275, 3.62402, 0.86915)  -0.43
O (-6.25195, 4.35200, 1.02823)  -0.22
S (-6.77966, 4.81699, -0.41132)  1.10
O (-7.75121, 3.89670, -0.86154)  -0.55
O (-7.01922, 6.20703, -0.37716)  -0.57
O (-5.42253, 4.54783, -1.23534)  -0.34
H (-3.87019, 5.19670, -0.06054)  0.23
H (-3.63936, 3.59412, -0.79814)  0.01
H (-4.43179, 3.69170, 1.77213)  0.36
H (-5.28274, 2.57922, 0.67810)  0.36
C (1.64295, 5.47509, 2.91647)  -0.31
C (0.97015, 4.82226, 4.10368)  -0.33
O (-0.26198, 5.53875, 4.25436)  -0.32
S (-0.79309, 6.01173, 2.82778)  0.98
O (-1.75232, 5.06966, 2.36598)  -0.41
O (-1.04878, 7.39160, 2.87637)  -0.54
O (0.56823, 5.76368, 2.00315)  -0.30
H (2.11801, 6.41689, 3.19326)  0.29
H (2.37645, 4.82610, 2.44575)  0.31
H (1.56206, 4.89049, 5.01086)  0.34
H (0.73288, 3.77453, 3.90330)  0.25
C (-8.60228, 2.53095, 5.54008)  -0.34
C (-8.70499, 1.24972, 4.74386)  -0.33
O (-8.87785, 1.68370, 3.38989)  -0.34
S (-8.08530, 3.05723, 3.16107)  1.19
O (-6.82996, 2.77625, 2.57462)  -0.47
O (-8.97040, 3.99527, 2.59596)  -0.57
O (-7.84661, 3.41696, 4.70413)  -0.32
H (-9.58447, 2.97498, 5.71052)  0.30
H (-8.09950, 2.38997, 6.49246)  0.30
H (-9.54087, 0.62983, 5.05352)  0.32
H (-7.78121, 0.66948, 4.80129)  0.26
C (-3.90733, -3.13129, -2.03379)  -0.35
C (-4.19707, -4.30640, -2.93806)  -0.43
O (-4.13526, -3.75879, -4.25694)  -0.34
S (-3.05714, -2.58296, -4.32120)  1.15
O (-1.84109, -3.09999, -4.82190)  -0.58
O (-3.66282, -1.43162, -4.86320)  -0.52
O (-2.89908, -2.37915, -2.72965)  -0.23
H (-4.78525, -2.49467, -1.91110)  0.31
H (-3.54500, -3.43759, -1.05612)  0.31
H (-5.17245, -4.74648, -2.75371)  0.32
H (-3.43143, -5.07635, -2.85416)  0.29
C (7.18552, -3.48824, 3.34672)  -0.06
C (6.01174, -3.19772, 2.44804)  -0.31
O (5.72031, -1.80814, 2.66400)  -0.27
S (7.08453, -1.02487, 2.97813)  1.05
O (7.53530, -0.41147, 1.78534)  -0.56
O (6.90390, -0.28747, 4.16995)  -0.55
O (7.99975, -2.29605, 3.26929)  -0.36
H (6.86549, -3.62723, 4.38277)  0.15
H (7.75166, -4.35759, 3.02269)  0.41
H (5.14636, -3.81190, 2.68074)  0.34
H (6.27648, -3.32823, 1.39588)  0.23
C (7.56549, -4.76420, 8.57750)  -0.28
C (6.44177, -5.68544, 8.99413)  -0.36
O (5.54563, -5.68150, 7.87033)  -0.30
S (6.38363, -5.51832, 6.52301)  1.14
O (6.58640, -6.78782, 5.94232)  -0.58
O (5.82804, -4.44440, 5.77886)  -0.60
O (7.75499, -5.03748, 7.18031)  -0.30
H (7.28415, -3.71549, 8.68607)  0.28
H (8.48327, -4.95042, 9.12677)  0.31
H (5.93125, -5.34464, 9.88931)  0.31
H (6.79525, -6.70697, 9.14426)  0.30

Forces on the atoms, in the same order (eV/Å):
0.206 0.915 0.312
-0.478 -1.055 -0.902
0.515 0.859 0.960
-0.233 0.239 -0.501
0.244 -0.207 -0.383
0.147 0.025 0.730
-1.185 0.231 -0.436
0.822 0.207 0.452
-0.162 -0.395 -0.590
-0.378 0.222 -0.477
0.115 0.008 -0.276
0.617 -0.051 0.839
-0.036 -0.130 0.397
0.146 -0.518 -0.157
-0.543 0.297 0.093
-0.255 0.345 -0.536
0.506 0.294 0.544
-0.134 -0.676 0.448
-0.225 -0.240 -0.716
-0.482 1.097 -0.615
0.937 -0.333 0.355
0.168 -0.840 0.993
0.155 -0.444 -0.114
-0.330 -0.013 0.353
-0.109 -0.178 -0.316
0.119 0.214 -0.376
0.067 0.316 0.370
-0.155 -0.428 -0.226
0.229 0.203 -0.264
0.296 -0.063 -0.086
-0.199 -0.362 0.376
0.048 -0.260 0.426
0.145 0.175 -0.264
-0.166 -0.063 -0.386
-0.249 0.249 -0.012
0.676 -0.138 0.008
0.138 -0.302 0.241
-0.174 -0.198 0.207
-0.361 0.315 -0.199
0.392 0.170 -0.061
-0.170 0.309 0.337
0.198 -0.375 -0.038
0.099 0.108 0.481
-0.009 -0.099 -0.035
-0.403 -0.066 -0.003
-0.112 0.248 -0.333
0.210 0.045 -0.244
-0.017 -0.070 -0.446
-0.289 0.278 0.052
0.235 0.371 0.170
0.391 -0.080 -0.043
-0.121 -0.233 -0.208
0.489 -0.221 0.287
-0.223 -0.126 0.203
-0.391 0.361 -0.406
0.209 0.046 -0.353
0.301 0.053 0.350
-0.144 -0.266 -0.123
-0.002 0.162 0.516
-0.157 0.385 -0.089
-0.040 0.265 -0.514
-0.495 -0.092 -0.009
0.157 0.479 0.269
-0.016 -0.438 -0.145
0.680 1.187 -1.258
0.337 -0.117 0.356
-0.318 -0.177 -0.276
-0.227 0.373 0.019
-0.084 -0.309 0.030
0.069 -0.045 0.023
-0.157 -0.058 -0.200
-0.181 0.161 0.124
0.046 -0.027 0.018
0.242 0.374 0.225
0.017 -0.491 -0.140
0.169 0.250 -0.150
0.560 -0.379 0.255
-0.230 -0.118 -0.337
-0.435 0.454 -0.038
-0.117 -0.469 0.088
0.013 -0.009 0.009
-0.117 -0.013 -0.185
-0.167 0.165 0.110
0.043 -0.008 0.021
-0.454 0.087 0.146
0.405 -0.239 0.126
-0.160 0.256 0.111
-0.238 -0.314 0.561
0.029 -0.929 0.831
-0.208 0.280 -0.380
0.194 -0.294 -0.108
-0.009 -0.025 0.009
0.191 0.134 -0.070
-0.130 0.046 -0.221
-0.012 -0.006 0.055
-0.384 0.216 0.095
0.289 -0.314 0.215
-0.173 0.388 -0.126
-0.418 -0.646 0.942
0.429 0.066 -0.181
-0.260 0.265 -0.158
0.153 -0.289 -0.130
-0.017 -0.022 -0.005
0.229 0.087 -0.060
-0.094 0.096 -0.239
0.054 -0.072 0.065
-0.142 -0.091 0.628
0.137 -0.300 -0.576
0.026 -0.013 0.333
0.014 -0.782 0.005
0.173 0.375 -0.242
-0.116 0.420 0.222
-0.182 0.086 -0.360
0.201 0.180 -0.479
0.217 0.180 -0.106
-0.104 0.173 0.114
-0.038 -0.037 -0.002
-0.135 0.435 0.221
0.265 -0.425 0.143
0.065 0.385 -0.055
0.080 0.046 0.764
0.070 -0.282 -0.470
-0.447 -0.130 0.085
-0.083 -0.240 0.041
-0.001 -0.003 0.011
0.122 -0.098 -0.213
-0.233 0.064 -0.144
0.019 0.013 0.022

Calculated total energy in hartree: -5909.35633
Total charge: +1

Here is 9 unconnected molecules or ions with the total composition C29H64Cl16F2N5O3PS in a non-equilibrium geometry from OMol25. Energies are from the ωB97M-V functional and the def2-TZVPD basis.

Each line ends with the Mulliken charge.
CARTESIAN COORDINATES (ANGSTROEM)
C (1.84501, 3.29732, -3.16488)  -0.82
C (0.60003, 3.50289, -2.27523)  -0.36
O (0.15433, 2.32361, -1.66579)  -0.28
C (-0.86416, 1.68454, -2.43616)  -2.88
C (-1.44772, 0.52087, -1.65562)  2.72
C (-2.58401, -0.25716, -2.37880)  -2.17
C (-3.18419, 0.28910, -3.68540)  0.84
N (-3.79548, 1.60129, -3.53814)  -0.46
N (-4.29463, -0.65718, -4.10274)  -0.80
N (-2.24421, 0.35004, -4.78545)  -0.40
O (-1.98163, 0.91082, -0.35969)  -0.37
C (-2.66438, 2.09961, -0.31406)  0.38
F (-1.84916, 3.15334, 0.07321)  -0.41
C (-3.77673, 1.95432, 0.73150)  -0.51
N (-4.51896, 3.18479, 0.96402)  -0.41
C (-0.30743, -0.45964, -1.21861)  -2.53
O (-0.98598, -1.45119, -0.45629)  -0.55
C (-0.24879, -2.45170, 0.19625)  -0.18
N (-0.23024, -3.71021, -0.58898)  -0.59
P (1.43723, -1.96583, 0.79608)  0.30
S (1.49707, -0.57330, 2.14969)  -0.38
C (0.57894, -0.99243, -2.35120)  1.19
F (-0.10137, -1.16462, -3.56301)  -0.45
C (1.82678, -0.11657, -2.63504)  -0.10
C (3.09040, -0.96637, -2.91734)  -0.97
H (2.55986, 2.67627, -2.63326)  -0.12
H (1.53175, 2.80579, -4.09185)  0.25
H (2.28377, 4.25266, -3.45524)  0.50
H (-0.16977, 3.98860, -2.88744)  0.33
H (0.87438, 4.22794, -1.50361)  0.46
H (-1.60569, 2.42645, -2.73379)  1.50
H (-0.40985, 1.31748, -3.36012)  0.67
H (-3.41658, -0.36292, -1.68012)  0.53
H (-2.25742, -1.27625, -2.58589)  0.38
H (-4.32320, 1.80272, -4.38015)  0.39
H (-4.49087, 1.53805, -2.79915)  -0.09
H (-3.85214, -1.55652, -4.28316)  0.31
H (-4.87948, -0.81663, -3.28325)  0.28
H (-1.93761, -0.57522, -5.04976)  0.27
H (-2.67814, 0.80978, -5.57353)  0.27
H (-3.13861, 2.38317, -1.25740)  0.03
H (-3.40477, 1.49420, 1.64583)  0.43
H (-4.47073, 1.23076, 0.28326)  0.03
H (-4.45979, 3.80849, 0.17307)  0.22
H (-4.22914, 3.64187, 1.81335)  0.26
H (0.32761, 0.17906, -0.59327)  0.94
H (-0.80805, -2.69040, 1.10596)  0.52
H (0.70050, -3.95787, -0.90910)  0.07
H (-0.82080, -3.52152, -1.39050)  0.44
H (2.01649, -3.17406, 1.25316)  0.16
H (2.24953, -1.59087, -0.29778)  0.03
H (0.96953, -1.98180, -2.10715)  0.34
H (2.00849, 0.57815, -1.81919)  0.19
H (1.59886, 0.42674, -3.55059)  0.25
H (2.85363, -2.02597, -3.02397)  -0.15
H (3.57811, -0.65702, -3.84103)  0.44
H (3.80173, -0.87678, -2.09397)  0.09
Cl (4.45251, 1.85683, 0.04271)  -0.16
C (5.99579, 1.39195, -0.71670)  -0.57
C (6.33381, 2.27702, -1.88935)  -0.27
Cl (5.21623, 2.03648, -3.25862)  -0.18
H (5.92317, 0.34703, -1.00994)  0.27
H (6.76937, 1.48441, 0.04411)  0.43
H (7.33562, 2.04783, -2.24977)  0.44
H (6.29962, 3.32754, -1.61848)  0.03
Cl (-6.80184, 1.34693, -0.86143)  -0.19
C (-7.95161, 2.24890, 0.15907)  0.05
C (-9.17862, 2.67187, -0.60458)  -0.26
Cl (-8.81092, 3.91789, -1.82990)  -0.21
H (-7.41884, 3.10079, 0.57550)  0.33
H (-8.23629, 1.58744, 0.97395)  -0.18
H (-9.90548, 3.10265, 0.08336)  0.11
H (-9.64370, 1.83079, -1.11322)  0.37
Cl (1.55691, 0.62659, 7.42707)  -0.21
C (1.02642, -0.27471, 5.98016)  -0.16
C (-0.46889, -0.25548, 5.80597)  -0.29
Cl (-1.30611, -1.19839, 7.06872)  -0.21
H (1.40260, -1.29189, 6.06335)  0.33
H (1.49669, 0.19793, 5.11926)  0.01
H (-0.72526, -0.70335, 4.84731)  0.16
H (-0.85830, 0.75895, 5.83136)  0.37
Cl (4.75629, -0.78547, 2.98128)  -0.08
C (4.96761, -1.14998, 4.71036)  -0.22
C (5.42920, -2.56536, 4.94228)  -0.44
Cl (4.16517, -3.75251, 4.52392)  -0.19
H (4.01994, -0.95795, 5.20898)  -0.03
H (5.70855, -0.45242, 5.09745)  0.34
H (5.66310, -2.71052, 5.99594)  0.29
H (6.31402, -2.79918, 4.35607)  0.34
Cl (3.46080, -8.68358, 8.56099)  -0.19
C (2.94164, -7.12167, 7.87603)  -0.45
C (3.75025, -6.73215, 6.66487)  -0.24
Cl (5.43568, -6.33290, 7.08094)  -0.19
H (3.01589, -6.37196, 8.65961)  0.33
H (1.89497, -7.22946, 7.59637)  0.30
H (3.31981, -5.84375, 6.20650)  0.11
H (3.76858, -7.52927, 5.92590)  0.33
Cl (-9.01125, -0.35013, 3.07182)  -0.18
C (-10.14003, 0.58504, 4.08557)  -0.51
C (-11.36056, 1.02409, 3.31757)  -0.46
Cl (-10.96979, 2.24969, 2.08049)  -0.19
H (-9.59910, 1.43575, 4.49238)  0.32
H (-10.43975, -0.06182, 4.90826)  0.35
H (-12.07983, 1.47697, 3.99790)  0.32
H (-11.83838, 0.18638, 2.81637)  0.31
Cl (2.79187, -4.80617, -1.85655)  -0.16
C (2.82865, -4.96540, -3.63514)  -0.41
C (3.13818, -6.37575, -4.06750)  -0.58
Cl (4.81208, -6.84168, -3.67871)  -0.19
H (3.56292, -4.26090, -4.01768)  0.36
H (1.84488, -4.67414, -4.00157)  0.27
H (3.02554, -6.45685, -5.14728)  0.36
H (2.47153, -7.09196, -3.59380)  0.35
Cl (7.74364, 5.55267, -1.49736)  -0.17
C (7.28005, 6.91879, -2.54445)  -0.47
C (7.01307, 6.47827, -3.96178)  -0.35
Cl (8.49789, 5.94467, -4.78911)  -0.19
H (8.07474, 7.65882, -2.49834)  0.37
H (6.37711, 7.35325, -2.11871)  0.28
H (6.61123, 7.31303, -4.53363)  0.32
H (6.29860, 5.65880, -3.99488)  0.22

Forces on the atoms, in the same order (eV/Å):
-0.950 -0.258 -0.020
1.046 0.933 -0.440
-0.416 -0.267 0.020
0.857 0.313 -0.145
0.010 -0.712 0.446
0.210 0.434 -0.455
-1.148 -0.647 -0.890
0.252 -0.061 0.516
0.585 0.113 0.439
0.265 0.377 0.534
0.375 0.617 -0.575
-0.933 -0.090 1.199
0.223 0.051 -0.163
-0.319 -0.249 -0.866
-0.197 -0.444 0.376
-0.483 0.846 -0.475
0.424 -0.185 0.064
-0.253 -0.965 -0.433
0.243 0.654 0.281
0.452 0.765 0.920
-0.476 -0.009 -0.068
1.022 0.362 0.140
-0.255 -0.231 0.002
-0.104 -0.809 -0.404
-0.176 0.134 0.145
0.188 0.129 -0.095
0.251 -0.147 0.045
0.060 0.015 0.182
-0.244 -0.187 0.176
-0.181 -0.245 0.256
-0.224 -0.192 0.106
-0.328 -0.178 -0.034
0.123 0.094 0.129
0.033 0.079 -0.038
-0.007 -0.040 -0.074
-0.026 0.117 -0.014
-0.176 -0.058 -0.092
-0.168 -0.021 -0.139
0.064 0.006 -0.070
-0.066 -0.151 -0.130
0.350 0.030 -0.207
0.150 0.273 0.071
0.196 -0.085 0.189
0.080 0.185 0.107
0.191 0.275 -0.176
-0.015 -0.380 0.315
0.109 0.395 0.141
-0.180 -0.002 -0.177
0.034 -0.259 -0.120
-0.232 -0.049 -0.443
-0.266 -0.498 -0.120
-0.349 -0.084 0.199
-0.062 0.111 -0.109
-0.085 0.339 0.220
-0.073 -0.039 -0.003
0.117 0.071 0.125
0.090 -0.021 -0.115
-0.095 -0.089 -0.022
0.051 -0.012 0.000
0.135 -0.026 0.059
0.043 0.000 -0.063
-0.044 0.017 -0.031
-0.010 0.048 0.002
-0.018 -0.044 -0.012
-0.085 -0.042 0.008
-0.065 -0.099 -0.212
-0.064 0.157 0.218
-0.057 0.023 -0.008
0.005 -0.011 -0.032
0.092 -0.028 -0.080
-0.044 -0.059 -0.025
0.215 0.052 -0.212
0.038 0.014 -0.038
0.019 -0.019 0.040
0.086 -0.026 -0.161
-0.014 0.020 -0.141
-0.019 0.006 0.034
-0.032 -0.002 0.051
-0.049 0.017 -0.010
0.062 -0.025 -0.003
0.004 -0.004 0.077
0.251 0.022 0.041
0.018 0.057 0.028
0.116 0.025 0.155
-0.058 -0.005 -0.089
-0.028 -0.025 -0.042
0.038 -0.044 0.000
-0.057 -0.005 0.006
-0.057 -0.018 -0.072
0.012 -0.006 0.025
-0.071 0.048 -0.015
-0.108 0.026 -0.072
0.043 0.003 0.008
0.061 -0.025 0.013
0.017 -0.021 -0.040
0.010 0.027 0.052
0.053 -0.037 0.047
0.025 0.023 -0.026
-0.015 0.010 0.079
-0.111 -0.034 0.114
-0.140 -0.128 0.225
0.023 0.008 -0.061
-0.032 -0.023 -0.033
0.046 0.038 0.013
0.060 0.009 -0.062
0.170 -0.025 0.025
-0.105 0.069 -0.163
-0.039 -0.043 -0.042
-0.002 -0.008 0.021
0.054 -0.019 0.075
-0.013 -0.041 0.030
0.015 0.052 -0.004
0.031 0.011 0.051
0.096 0.072 0.055
-0.093 0.113 -0.029
-0.087 0.032 -0.023
0.005 -0.030 0.000
0.058 -0.068 -0.015
-0.028 -0.053 -0.014
0.033 0.028 0.024
0.049 -0.038 0.020

SMILES string: CCOC[C@](CC(N)(N)N)(O[C@H](F)CN)[C@@H](O[C@@H](N)[PH2]=S)[C@@H](F)CC.ClCCCl.ClCCCl.ClCCCl.ClCCCl.ClCCCl.ClCCCl.ClCCCl.ClCCCl
Calculated total energy in hartree: -9945.21537
Energy relative to the best compared isomer or geometry (same formula, charge and spin) in kcal per mole: 0.0